# 1
Density functional theory data (ωB97M-V/def2-TZVPD) for a single C5H9N3O molecule at a distorted geometry.

CARTESIAN COORDINATES (ANGSTROEM)
C: 1.1030 -2.0740 -0.2920
N: 0.5912 -0.6770 -0.0618
N: 0.5618 0.0254 -1.2850
C: -0.0772 1.1033 -1.0241
N: -0.3167 2.2395 -1.9599
C: -0.9041 1.0980 0.3018
C: -0.5523 -0.4059 0.7053
C: -0.0324 -0.4956 2.0977
O: -0.5645 -1.1013 3.0621
H: 1.1970 -2.5208 0.6898
H: 0.4192 -2.6427 -0.9292
H: 2.0170 -2.0591 -0.8043
H: -0.5848 3.1620 -1.6317
H: 0.2523 2.2638 -2.7301
H: -0.6131 1.8391 0.9995
H: -2.0061 1.3281 0.0836
H: -1.3572 -1.0840 0.4057
H: 0.8667 0.0012 2.3726

Atoms 1-6, force components in eV/Å:
C -2.564 1.242 0.947
N 2.996 -1.713 -2.275
N -0.182 1.988 0.512
C -1.879 2.588 -1.544
N -0.998 -2.548 3.402
C -0.466 -1.416 -1.928

Summary:
E = -11846.3525 eV
strongest force on any atom = 5.754 eV Å⁻¹
HOMO level = -0.294 hartree
SMILES string = CN1N=C(N)C[C@@H]1C=O

These are the Mulliken partial charges, in e, on atoms 1 to 4: atom 1 (C): -0.787, atom 2 (N): 0.324, atom 3 (N): -0.936, atom 4 (C): 0.379



# 2
Density functional theory data (ωB97M-V/def2-TZVPD) for 5 unconnected molecules or ions with the total composition C5H20NO4 at a distorted geometry.

CARTESIAN COORDINATES (ANGSTROEM)
C: -0.4655 -2.0030 -0.5907
C: -0.5843 -1.0562 0.5805
N: -0.1181 0.3053 0.2128
C: -1.1347 1.3471 0.6834
C: -2.4208 0.5706 0.7703
C: -2.0520 -0.8702 1.1324
H: 0.5331 -2.0784 -1.0063
H: -1.1611 -1.8331 -1.4265
H: -0.9018 -2.9444 -0.2680
H: -0.0284 -1.5047 1.3946
H: 0.0450 0.4766 -0.8153
H: 0.7747 0.5510 0.6846
H: -0.8614 1.5905 1.7128
H: -1.2168 2.1978 0.0088
H: -3.1265 0.8617 1.5591
H: -3.0583 0.5198 -0.1299
H: -2.6045 -1.7219 0.7239
H: -2.0277 -1.1759 2.1869
H: 1.3189 0.2852 3.2873
H: 1.9091 1.0035 2.1441
O: 1.0310 0.8084 2.5281
H: -0.8714 0.5093 -2.9599
H: 0.4298 1.2717 -2.7897
O: -0.3950 1.0593 -2.3358
H: 2.1876 -0.9278 -4.1198
H: 2.3979 -0.7112 -2.6443
O: 1.7024 -0.6003 -3.3307
H: 3.8536 0.7011 0.5850
H: 3.6493 2.0826 1.2677
O: 3.1960 1.2858 0.9545

Atoms 1-6, force components in eV/Å:
C -1.325 -0.271 -0.581
C -1.096 -0.520 -0.059
N 1.016 1.796 0.015
C -0.494 -0.802 0.579
C -2.238 -1.589 0.261
C 1.850 -1.408 -0.356

Summary:
E = -15183.9410 eV
net charge = +1
strongest force on any atom = 2.757 eV Å⁻¹
HOMO level = -0.537 hartree

These are the Mulliken partial charges, in e, on atoms 1 to 4: atom 1 (C): -1.546, atom 2 (C): 0.493, atom 3 (N): 0.226, atom 4 (C): -0.515



Number 1: orbital gap 8.72 eV, LUMO level 0.7168 eV. Number 2: orbital gap 11.68 eV, LUMO level -2.9403 eV.